6 unconnected molecules or ions with the total composition C42H94NO4 at a distorted geometry, computed with ωB97M-V/def2-TZVPD.

Its molar mass is 677.22 g mol⁻¹. The energy comes out at -54752.25872 eV. As for the net charge: +1. As for the max |F|: 4.84 eV/Å. Its relative energy (zero: lowest compared OMol25 entry of this formula, charge and spin) is 0.424 eV. For the HOMO-LUMO gap, the calculation gives 0.337 Eh.

The geometry in XYZ format:
```
141
Properties=species:S:1:pos:R:3:forces:R:3:lowdin_charge:R:1
C 6.988215 -2.150738 -1.515942 -0.8 0.2 -1.0 -0.145
C 3.851877 -2.657128 0.517758 0.8 -0.2 1.6 -0.201
H -6.243231 5.538944 1.207913 0.0 0.0 0.0 0.111
H 9.807032 3.491772 -2.763464 0.0 0.0 0.0 0.108
H -6.328093 -6.052099 0.708881 0.0 0.0 0.0 0.104
C 11.356310 2.487446 -1.663182 -0.1 0.1 0.0 -0.265
C -6.615875 -4.047463 1.402617 0.1 0.0 0.0 -0.224
C 13.276493 2.854488 -4.874809 0.1 -0.1 0.0 -0.109
H -7.647892 -2.455516 0.380799 0.0 0.0 0.0 0.091
H 7.696508 -0.229256 -2.103800 -0.1 0.0 0.1 0.127
H -7.276543 4.392874 2.025186 0.0 0.0 0.0 0.103
H -5.527497 -4.857625 -0.288220 0.0 0.0 0.0 0.097
C -1.098181 2.086960 4.843571 0.1 0.0 -0.1 -0.105
H -7.763653 -4.135265 -1.204091 0.0 0.0 0.0 0.053
C -7.849535 0.972868 -3.520297 0.1 0.0 0.1 -0.260
H -1.258241 -0.738743 5.239981 0.0 0.0 0.0 0.106
H 11.327362 3.213033 -0.845807 0.1 0.0 0.0 0.107
C 3.276830 -0.233491 0.859468 1.2 1.2 0.5 -0.046
H 5.998212 -2.535924 0.824731 -0.1 0.2 -0.2 0.120
C -1.609940 -0.946414 4.225767 0.0 0.1 0.1 -0.213
H -9.380822 0.895745 -2.018306 0.0 0.0 0.0 0.104
H -6.028707 5.443311 -1.375160 0.0 0.0 0.0 0.076
H 13.464515 3.489847 -4.007807 0.0 0.0 0.0 0.066
C 3.760842 -2.476795 2.062137 -0.3 -0.6 -0.3 -0.140
C 5.280228 1.072372 -1.702844 1.2 -1.8 2.1 -0.401
H -0.894179 1.425751 2.801371 0.0 0.0 0.0 0.094
H 12.641360 1.117709 -3.768784 0.0 0.0 0.0 0.097
C 12.258082 1.762139 -4.565503 0.0 0.1 -0.1 -0.271
C -4.229289 -2.080976 0.880460 0.0 0.0 -0.2 -0.115
H 6.137897 -0.440346 4.393303 0.0 0.2 0.0 0.063
H 12.931600 3.487242 -5.695164 0.0 0.0 0.0 0.077
H -7.786149 0.502300 -1.423403 0.0 0.0 0.0 0.094
H -9.216884 -1.471746 -1.428160 0.0 0.0 0.0 0.105
C -2.449532 0.230730 3.727036 0.0 0.0 -0.1 -0.225
C -6.447554 -5.057993 0.269063 -0.1 0.0 0.0 -0.268
H -8.532334 0.883216 -4.369358 0.0 0.0 0.0 0.102
H -5.774977 -1.038705 -0.171835 0.0 0.0 0.0 0.092
H 8.032225 1.258287 2.691949 -0.2 0.1 -0.2 0.126
H -6.572619 -0.684559 -4.130756 0.0 0.0 0.0 0.065
H 7.592114 0.532337 4.849274 -0.4 0.1 0.0 0.081
H 3.931631 -1.043920 -0.916716 0.3 -0.4 0.1 0.144
H 14.229153 2.412725 -5.170629 0.0 0.1 0.0 0.071
H 4.516358 0.827215 3.613731 -0.2 -0.5 -0.2 0.139
H 10.187333 1.464723 -4.082037 0.0 0.0 0.0 0.094
H 5.871711 -3.919622 -1.729280 -0.5 0.0 -0.1 0.118
H 2.437629 -1.532391 -0.463576 0.2 0.0 -0.2 0.191
H -4.919414 3.940286 2.483652 0.0 0.0 0.0 0.107
H 0.136247 -2.118851 3.837590 0.0 0.0 0.0 0.103
O 4.550282 -1.421085 2.562236 -0.1 0.2 -0.4 -0.081
C -9.711826 -1.538542 -3.517660 -0.1 0.0 0.1 -0.265
H 9.490022 1.538175 -1.095877 0.0 0.0 0.0 0.060
H -2.258526 -1.824152 4.308559 0.0 0.0 0.0 0.115
H -2.921116 -0.034565 2.776579 0.0 0.0 0.0 0.073
H -6.946268 4.211445 -2.245869 0.1 0.0 0.0 0.060
H -6.202532 2.002324 3.626905 0.0 0.0 0.0 0.076
C -1.688735 1.543681 3.545954 -0.1 0.0 0.2 -0.264
H 11.415306 4.083392 -3.095520 0.0 0.0 0.0 0.104
N 3.383673 -1.365939 -0.106598 -1.4 0.2 -0.4 0.119
H 5.349337 1.305245 -0.620487 0.6 -0.8 0.1 0.148
C 10.537880 1.266756 -1.257451 0.1 -0.1 0.1 -0.122
C -6.553136 4.489059 1.210289 -0.1 0.0 0.1 -0.225
H 5.384154 -0.433315 0.991101 0.1 0.5 0.1 0.116
H 4.866722 -2.462741 -1.945738 0.1 -0.2 -0.1 0.103
H -6.667385 0.606817 2.649093 0.0 0.0 0.0 0.056
H -5.783196 0.489853 -3.065460 0.0 0.0 0.0 0.068
O 4.851315 1.869839 -2.401199 -2.0 3.2 -3.0 0.185
H -9.812618 -2.627489 -3.518740 0.0 0.0 0.0 0.104
C 7.124404 0.651744 2.716633 0.6 -0.1 0.8 -0.249
C -6.494427 0.376695 -3.887769 -0.1 0.1 -0.1 -0.107
C 6.859200 -0.621148 -1.515274 1.0 -0.2 -0.1 -0.169
H -5.455946 -2.641130 -0.798532 0.0 0.0 0.0 0.101
H -7.512190 -4.302577 1.976338 0.0 0.0 0.0 0.112
H -8.557018 -5.326876 -0.162755 0.0 0.0 0.0 0.079
C -6.379801 4.409929 -1.334245 -0.1 -0.1 0.0 -0.109
H -4.543164 3.835075 0.780694 0.0 0.0 0.0 0.101
H -11.738979 -1.265078 -4.218852 0.0 0.0 0.0 0.071
H 4.137151 -3.406932 2.495459 0.0 0.1 0.0 0.147
O 6.056337 1.559652 2.487061 -0.1 -0.4 -0.5 -0.123
H -5.509287 3.750770 -1.335788 0.0 0.0 0.0 0.064
H -7.547505 2.122020 2.482405 0.0 0.0 0.0 0.070
C -8.776726 -1.143004 -2.376062 0.1 -0.1 0.0 -0.239
H 4.072800 1.754967 2.183767 0.2 0.1 0.1 0.138
O 5.658019 -0.151336 -2.164639 0.2 -0.5 1.1 -0.039
H 12.150063 1.125346 -5.447666 0.0 0.0 0.0 0.105
H 2.711628 -2.398420 2.383607 0.1 0.2 -0.1 0.127
H 7.254781 -0.094121 1.915141 -0.4 0.2 -0.1 0.096
C -11.101765 -0.921292 -3.402519 0.0 0.0 -0.1 -0.108
H -7.720599 2.044502 -3.343356 -0.1 0.0 0.0 0.090
C -0.408911 -1.302097 3.353732 0.0 -0.1 0.0 -0.275
H -2.379722 2.287865 3.140092 0.0 0.0 -0.1 0.098
C 4.567749 -0.263538 1.706236 -0.8 -0.9 0.4 -0.267
C -5.577331 2.119434 1.552091 0.0 0.0 0.1 -0.268
C 5.652934 -2.923881 -1.344380 1.4 0.2 0.9 -0.152
H 3.143079 -3.444516 0.259741 0.1 0.2 -0.3 0.164
H 10.922881 0.842960 -0.327456 -0.1 0.0 0.0 0.069
H -7.479537 -5.854099 -1.457443 -0.1 0.0 0.0 0.071
H -3.270245 0.391269 4.432639 0.0 0.0 0.0 0.117
C -7.631826 -5.090902 -0.692385 0.1 0.0 -0.1 -0.104
C -5.326636 3.626965 1.516225 0.1 0.0 -0.1 -0.229
H -3.931238 -3.094723 1.156542 0.0 0.0 0.0 0.068
C -6.727119 -2.589475 0.955900 -0.1 0.0 0.0 -0.220
H -1.878974 2.248647 5.588757 0.0 0.0 0.0 0.080
H 3.286623 0.708527 0.304892 -0.2 -0.2 -0.2 0.137
H -11.578261 -1.207423 -2.462308 0.0 0.0 0.0 0.076
H -6.837050 -1.962503 1.847395 0.0 0.0 0.0 0.103
H -1.458135 -2.600235 1.964725 0.0 0.0 0.0 0.074
C -8.466669 0.349827 -2.269661 -0.1 0.1 0.0 -0.225
C -0.792476 -1.736453 1.944800 0.2 0.1 0.0 -0.111
H -4.620057 1.616846 1.728936 0.0 0.0 -0.1 0.085
H -7.839582 -1.700658 -2.480449 0.0 0.0 0.0 0.092
C -6.556858 1.693461 2.640745 0.0 -0.1 -0.1 -0.098
H 5.386231 -4.103602 0.430384 -0.1 0.1 0.1 0.134
H 0.288954 -0.458452 3.296302 0.0 0.0 0.1 0.087
H -3.435692 -1.661745 0.257361 0.0 0.0 0.0 0.067
C 10.840350 3.168492 -2.929812 0.1 0.1 0.0 -0.227
C 4.763248 0.989911 2.559913 0.2 0.6 -0.1 -0.136
H 6.979274 -0.164509 -0.522529 -0.4 -0.2 0.0 0.104
C -5.554403 -2.067886 0.127877 0.0 0.1 0.1 -0.261
H -0.602447 3.042700 4.665153 0.0 0.0 0.1 0.071
H 0.105650 -2.016543 1.379794 -0.1 -0.1 -0.1 0.043
C 10.879348 2.306393 -4.193099 0.0 -0.1 0.0 -0.231
H -9.269915 -1.271514 -4.481827 0.0 0.0 0.0 0.100
H 7.402287 -2.429278 -2.490217 -0.1 0.0 0.1 0.120
H -5.777170 -4.153900 2.098092 0.0 0.0 0.0 0.100
C -7.258346 4.180191 -0.109195 0.1 0.1 0.0 -0.265
H -1.291331 -0.934046 1.399444 0.0 0.0 0.0 0.066
C 7.111604 -0.069220 4.077339 0.5 -0.3 -0.4 -0.055
H -11.065730 0.168306 -3.450717 0.0 0.0 0.0 0.066
H -7.629596 3.150727 -0.111786 0.0 0.0 0.0 0.092
H -4.293731 -1.480990 1.791401 0.0 -0.1 0.0 0.062
H -5.933668 1.766234 0.579445 0.0 0.0 0.0 0.090
H 10.494966 2.900362 -5.028056 0.0 0.0 0.0 0.111
H 2.356045 -0.242396 1.444101 0.1 -0.4 0.0 0.143
H 10.578182 0.483257 -2.017442 0.0 0.0 0.0 0.063
H 7.751310 -0.954132 3.970484 -0.1 0.1 0.0 0.084
H 7.733364 -2.468130 -0.783227 -0.1 0.1 0.1 0.126
H 12.404654 2.202569 -1.781775 0.0 0.0 0.0 0.102
C 5.293209 -3.046899 0.162943 -0.6 -0.3 -0.7 -0.119
H -8.139500 4.822495 -0.186050 0.0 0.0 0.0 0.107
H -6.080437 0.883357 -4.761485 0.0 0.0 0.0 0.070
H -0.356296 1.406651 5.266747 0.0 0.0 0.0 0.064
```
Forces are in eV/Å.